Density functional theory data (ωB97M-V/def2-TZVPD) for a cluster of 2 separate species, C2H6NS3 in total at a distorted geometry.

Geometry as XYZ:
```
12
Properties=species:S:1:pos:R:3:forces:R:3
S 1.11939 0.65824 -1.58425 0.039 -0.134 0.573
S -0.50023 1.89575 -1.05320 -0.524 -0.206 0.774
S 1.34018 1.22311 2.07569 -1.851 -3.033 -0.224
N -1.29666 -1.29365 -1.29748 0.133 -0.449 -1.609
C -0.17367 0.35870 -0.43595 1.573 0.903 -2.086
C -0.72707 -0.94641 -0.08303 1.291 -2.551 4.502
H -2.07998 -0.69275 -1.58019 0.668 -0.710 -0.516
H 0.07824 -1.76717 0.23076 -1.224 2.122 -0.830
H -0.52522 -1.57989 -1.94716 -1.914 0.566 0.091
H -1.38022 -0.98698 0.82335 0.068 0.527 -0.979
H 1.77297 2.38139 2.11836 1.157 3.390 -0.013
H 2.37228 0.74964 2.73312 0.583 -0.426 0.316
```
Forces are in eV/Å.

## Properties
Frontier orbital gap, eV: 7.323
Net charge: +1
Highest occupied orbital energy, eV: -13.48
E, eV: -36156.848
LUMO level, Ha: -0.22621